(1)
{"formula": "C11H14N4O2SV", "method": "ωB97M-V/def2-TZVPD", "s_squared": 0.999, "homo_lumo_gap_ev": [5.280, 6.807], "largest_force_ev_per_a": 0.90, "total_charge": 2, "multiplicity": 2, "elements": ["V", "C", "C", "N", "C", "S", "N", "N", "C", "C", "C", "C", "C", "C", "C", "N", "H", "H", "H", "H", "H", "H", "H", "H", "H", "H", "H", "H", "H", "O", "C", "O", "H"], "coordinates": [[0.016, -1.801, 0.680], [3.427, 3.142, -0.487], [3.512, 2.464, 0.870], [3.353, 0.997, 0.776], [2.182, 0.414, 0.632], [2.188, -1.378, 0.563], [1.058, 1.073, 0.584], [0.003, 0.239, 0.408], [-1.168, 0.754, 0.166], [-1.469, 2.204, 0.202], [-2.187, -0.229, -0.243], [-3.465, 0.108, -0.625], [-4.313, -0.897, -1.091], [-3.858, -2.202, -1.153], [-2.569, -2.481, -0.729], [-1.752, -1.516, -0.287], [3.576, 4.213, -0.364], [2.453, 2.987, -0.948], [4.202, 2.770, -1.158], [2.750, 2.833, 1.556], [4.483, 2.631, 1.331], [4.178, 0.419, 0.827], [-0.645, 2.760, 0.634], [-2.380, 2.380, 0.776], [-1.645, 2.568, -0.815], [-3.799, 1.135, -0.581], [-5.318, -0.652, -1.407], [-4.484, -3.004, -1.518], [-2.174, -3.487, -0.742], [2.176, -4.652, 0.301], [1.034, -4.725, 0.516], [0.277, -3.499, 0.673], [0.357, -5.569, 0.654]], "mulliken_charge": [1.25, -1.01, -0.45, -0.17, 0.76, -0.25, -0.61, 0.09, 0.55, -1.47, 0.65, -0.42, -0.49, -0.66, -0.01, -0.30, 0.34, 0.31, 0.32, 0.28, 0.41, 0.24, 0.35, 0.46, 0.39, 0.40, 0.46, 0.43, 0.44, -0.30, 0.12, -0.49, 0.38]}

(2)
{"formula": "C3HNO2", "method": "ωB97M-V/def2-TZVPD", "homo_lumo_gap_ev": 8.876, "largest_force_ev_per_a": 1.01, "multiplicity": 1, "elements": ["O", "C", "C", "O", "C", "N", "H"], "coordinates": [[1.211, 1.065, -1.454], [0.379, 0.231, -1.424], [0.001, -0.474, 0.514], [-0.616, 0.261, -0.367], [-0.513, -0.289, 1.839], [-0.672, -0.176, 2.983], [0.211, -0.617, -2.092]], "mulliken_charge": [-0.36, 0.38, -0.31, -0.14, 0.38, -0.30, 0.35]}

(3)
{"formula": "C3H5NO3", "method": "ωB97M-V/def2-TZVPD", "smiles": "C/C(=N/O)C(=O)O", "homo_lumo_gap_ev": 10.872, "largest_force_ev_per_a": 8.78, "multiplicity": 1, "elements": ["C", "C", "C", "H", "H", "H", "H", "H", "N", "O", "O", "O"], "coordinates": [[1.422, -1.087, -0.039], [0.335, 0.147, -0.190], [-1.135, -0.127, 0.141], [1.143, -1.982, -0.742], [2.561, -0.776, -0.251], [1.476, -1.541, 0.804], [0.082, 2.824, 0.264], [-2.817, -0.116, -0.692], [0.763, 1.319, 0.030], [-0.364, 2.048, 0.465], [-1.880, 0.082, -0.974], [-1.584, -0.790, 1.185]], "mulliken_charge": [-1.00, 0.40, 0.71, 0.28, 0.27, 0.37, 0.39, 0.36, -0.43, -0.35, -0.42, -0.59]}

(4)
{"formula": "C3H9N5O2", "method": "ωB97M-V/def2-TZVPD", "homo_lumo_gap_ev": 8.356, "largest_force_ev_per_a": 5.45, "multiplicity": 1, "elements": ["C", "C", "C", "H", "H", "H", "H", "H", "H", "H", "H", "H", "N", "N", "N", "N", "N", "O", "O"], "coordinates": [[1.386, 0.378, 0.117], [-1.315, 0.734, -0.701], [-2.160, -0.396, -0.198], [2.353, -1.973, -0.938], [4.143, -0.881, -0.776], [0.689, -0.835, 1.668], [1.536, -1.573, 0.583], [1.400, 2.543, 0.406], [-1.216, 1.770, 1.221], [-1.884, 1.342, -1.427], [-0.440, 0.278, -1.108], [-0.596, -1.433, 0.429], [3.144, -0.978, -0.334], [2.595, 0.351, -0.570], [0.867, -0.838, 0.698], [0.681, 1.526, 0.484], [-0.655, 1.497, 0.329], [-1.611, -1.396, 0.441], [-3.374, -0.409, -0.395]], "mulliken_charge": [0.18, -0.69, 0.65, 0.25, 0.26, 0.27, 0.25, 0.32, 0.26, 0.22, 0.46, 0.59, -0.59, -0.44, -0.46, -0.27, -0.13, -0.54, -0.61]}

(5)
{"formula": "C23H43Cl10FN4O4", "method": "ωB97M-V/def2-TZVPD", "smiles": "Fc1ccccc1.CNC(C)=O.CNC(C)=O.CNC(C)=O.CNC(C)=O.ClCCl.ClCCl.ClCCl.ClCCl.ClCCl", "homo_lumo_gap_ev": 9.665, "largest_force_ev_per_a": 4.34, "multiplicity": 1, "elements": ["C", "C", "O", "N", "C", "H", "H", "H", "H", "H", "H", "H", "C", "C", "O", "N", "C", "H", "H", "H", "H", "H", "H", "H", "C", "C", "O", "N", "C", "H", "H", "H", "H", "H", "H", "H", "C", "C", "O", "N", "C", "H", "H", "H", "H", "H", "H", "H", "C", "Cl", "Cl", "H", "H", "C", "Cl", "Cl", "H", "H", "C", "Cl", "Cl", "H", "H", "C", "Cl", "Cl", "H", "H", "C", "Cl", "Cl", "H", "H", "F", "C", "C", "C", "C", "C", "C", "H", "H", "H", "H", "H"], "coordinates": [[-3.561, 3.260, -0.297], [-4.615, 2.224, -0.712], [-4.537, 1.064, -0.377], [-5.606, 2.686, -1.488], [-6.800, 1.885, -1.849], [-2.833, 2.836, 0.395], [-4.041, 4.121, 0.169], [-3.038, 3.680, -1.156], [-5.467, 3.659, -1.723], [-6.788, 0.860, -1.478], [-6.846, 1.870, -2.938], [-7.808, 2.224, -1.612], [0.193, -5.134, -1.252], [0.859, -5.741, -0.071], [1.147, -5.118, 0.908], [1.273, -6.981, -0.388], [2.173, -7.756, 0.431], [0.297, -5.704, -2.175], [0.623, -4.171, -1.527], [-0.876, -5.035, -1.064], [0.935, -7.329, -1.273], [2.672, -7.184, 1.213], [3.005, -8.164, -0.143], [1.600, -8.570, 0.876], [3.266, 1.657, 0.880], [2.957, 2.661, -0.177], [2.294, 2.357, -1.149], [3.462, 3.867, 0.128], [3.304, 5.008, -0.739], [4.261, 1.247, 0.709], [2.679, 0.743, 0.796], [3.266, 1.971, 1.924], [3.860, 3.968, 1.051], [2.593, 5.662, -0.233], [2.938, 4.727, -1.726], [4.210, 5.608, -0.818], [0.090, 7.362, -0.701], [0.144, 6.545, 0.600], [0.427, 7.099, 1.642], [0.059, 5.194, 0.463], [0.079, 4.288, 1.639], [0.751, 6.958, -1.469], [0.547, 8.323, -0.468], [-0.909, 7.490, -1.117], [0.039, 4.793, -0.464], [-0.177, 4.842, 2.542], [1.078, 3.875, 1.775], [-0.606, 3.444, 1.558], [3.725, -3.344, 1.670], [5.068, -4.394, 2.021], [4.321, -1.663, 1.252], [3.122, -3.711, 0.839], [3.208, -3.457, 2.622], [-0.223, -5.749, 3.906], [0.402, -7.324, 3.349], [-1.430, -6.018, 5.178], [0.524, -5.133, 4.408], [-0.576, -5.170, 3.052], [3.554, -0.816, -2.500], [4.720, -0.676, -3.869], [2.629, -2.344, -2.725], [4.088, -0.751, -1.552], [2.939, 0.082, -2.559], [-0.685, 2.178, -3.766], [-2.350, 2.401, -4.185], [0.036, 3.613, -2.967], [-0.650, 1.295, -3.128], [-0.178, 1.995, -4.714], [-3.741, -3.040, 0.529], [-3.892, -4.601, -0.230], [-5.143, -2.665, 1.474], [-2.968, -3.068, 1.298], [-3.527, -2.223, -0.160], [-1.081, 1.596, -0.369], [-0.782, 0.436, 0.347], [-1.492, 0.046, 1.479], [-1.262, -1.128, 2.111], [-0.142, -1.913, 1.606], [0.533, -1.526, 0.482], [0.260, -0.378, -0.186], [-2.312, 0.681, 1.779], [-1.661, -1.437, 3.066], [0.186, -2.795, 2.136], [1.414, -2.111, 0.262], [0.792, -0.051, -1.067]], "mulliken_charge": [-0.72, 0.72, -0.63, -0.20, -0.85, -0.27, 0.49, 0.36, 0.20, 0.29, 0.30, 0.32, -0.63, 0.67, -0.52, -0.14, -0.96, 0.46, -0.06, 0.06, 0.19, 0.32, 0.32, 0.30, -0.75, 0.44, -0.54, -0.12, -0.77, 0.41, -0.09, 0.44, 0.23, 0.15, 0.23, 0.39, -1.09, 0.74, -0.67, 0.24, -0.64, 0.28, 0.34, 0.32, -0.13, 0.39, 0.16, 0.04, 0.23, -0.18, -0.17, -0.13, 0.20, 0.16, -0.15, -0.18, 0.23, -0.06, 0.40, -0.19, -0.17, 0.05, -0.06, -0.05, -0.16, -0.11, -0.14, 0.41, 0.34, -0.18, -0.18, -0.16, 0.18, 0.02, 0.17, -0.20, -1.05, -0.38, 0.77, -0.73, 0.38, 0.49, 0.40, 0.09, 0.12]}

(6)
{"formula": "C14H16O", "method": "ωB97M-V/def2-TZVPD", "smiles": "Cc1ccc(O)cc1.Cc1ccccc1", "homo_lumo_gap_ev": 9.228, "largest_force_ev_per_a": 1.23, "multiplicity": 1, "elements": ["C", "C", "C", "C", "C", "C", "C", "H", "H", "H", "H", "H", "H", "H", "H", "C", "C", "C", "C", "C", "C", "C", "O", "H", "H", "H", "H", "H", "H", "H", "H"], "coordinates": [[2.790, -0.612, 0.158], [0.651, -2.276, -2.466], [0.534, -1.330, -3.484], [1.423, -2.064, -1.344], [2.093, -0.847, -1.156], [1.139, -0.105, -3.255], [1.870, 0.144, -2.095], [0.150, -3.232, -2.564], [0.097, -1.558, -4.447], [1.555, -2.835, -0.603], [0.985, 0.729, -3.924], [3.204, 0.391, 0.177], [3.502, -1.394, 0.392], [2.119, 1.171, -1.849], [2.012, -0.527, 0.917], [-0.603, 1.613, 3.760], [-2.168, 0.302, 0.030], [-1.076, 1.169, 0.034], [-2.896, 0.050, 1.165], [-0.769, 1.714, 1.275], [-2.464, 0.498, 2.401], [-1.299, 1.269, 2.481], [-2.608, -0.302, -1.140], [-0.571, 1.439, -0.888], [-1.831, -0.682, -1.580], [-3.691, -0.667, 1.027], [-0.019, 2.494, 1.361], [-3.002, 0.319, 3.320], [-0.905, 0.992, 4.586], [-0.704, 2.682, 3.967], [0.481, 1.457, 3.745]], "mulliken_charge": [-1.46, -0.38, -0.72, -0.48, 0.91, -0.29, -0.49, 0.37, 0.41, 0.39, 0.36, 0.37, 0.40, 0.34, 0.28, -1.40, 0.49, -0.32, -0.57, -0.52, -0.49, 0.46, -0.57, 0.50, 0.25, 0.36, 0.38, 0.40, 0.39, 0.31, 0.33]}

(7)
{"formula": "C7H7Br3Si", "method": "ωB97M-V/def2-TZVPD", "homo_lumo_gap_ev": 9.393, "largest_force_ev_per_a": 3.11, "multiplicity": 1, "elements": ["C", "C", "C", "C", "C", "C", "C", "Si", "Br", "Br", "Br", "H", "H", "H", "H", "H", "H", "H"], "coordinates": [[-2.573, -0.547, 0.174], [-1.831, -0.881, -0.964], [-2.030, 0.318, 1.145], [-0.502, -0.475, -1.089], [-0.890, 0.943, 0.800], [-0.037, 0.460, -0.199], [1.426, 0.944, -0.173], [2.650, -0.426, 0.236], [2.104, 1.750, -1.908], [1.829, -2.149, 1.551], [4.618, 0.289, 0.861], [-3.480, -1.008, 0.278], [-2.231, -1.535, -1.648], [-2.638, 0.647, 1.988], [0.011, -0.829, -1.909], [-0.623, 1.810, 1.467], [2.715, -1.071, -1.117], [1.483, 1.760, 0.509]], "mulliken_charge": [-0.30, -0.73, -0.68, -0.26, -0.41, 0.71, -0.82, 0.65, -0.11, -0.27, -0.22, 0.45, 0.44, 0.37, 0.50, 0.23, -0.09, 0.54]}

(8)
{"formula": "C4HHgO2", "method": "ωB97M-V/def2-TZVPD", "s_squared": 0.756, "homo_lumo_gap_ev": [7.231, 3.726], "largest_force_ev_per_a": 5.64, "multiplicity": 2, "elements": ["O", "C", "C", "C", "C", "O", "Hg", "H"], "coordinates": [[-1.226, 0.385, 0.146], [2.315, -0.492, 2.214], [1.317, -0.561, 1.435], [0.257, -0.661, 0.592], [0.117, -0.030, -0.621], [0.029, -0.311, -1.799], [-1.798, 0.536, -2.685], [-1.010, 1.133, 0.718]], "mulliken_charge": [-0.52, -0.50, 0.39, -0.55, 0.92, -0.70, 0.60, 0.36]}

What did the seventh record say?
{"formula": "C7H7Br3Si", "method": "ωB97M-V/def2-TZVPD", "homo_lumo_gap_ev": 9.393, "largest_force_ev_per_a": 3.11, "multiplicity": 1, "elements": ["C", "C", "C", "C", "C", "C", "C", "Si", "Br", "Br", "Br", "H", "H", "H", "H", "H", "H", "H"], "coordinates": [[-2.573, -0.547, 0.174], [-1.831, -0.881, -0.964], [-2.030, 0.318, 1.145], [-0.502, -0.475, -1.089], [-0.890, 0.943, 0.800], [-0.037, 0.460, -0.199], [1.426, 0.944, -0.173], [2.650, -0.426, 0.236], [2.104, 1.750, -1.908], [1.829, -2.149, 1.551], [4.618, 0.289, 0.861], [-3.480, -1.008, 0.278], [-2.231, -1.535, -1.648], [-2.638, 0.647, 1.988], [0.011, -0.829, -1.909], [-0.623, 1.810, 1.467], [2.715, -1.071, -1.117], [1.483, 1.760, 0.509]], "mulliken_charge": [-0.30, -0.73, -0.68, -0.26, -0.41, 0.71, -0.82, 0.65, -0.11, -0.27, -0.22, 0.45, 0.44, 0.37, 0.50, 0.23, -0.09, 0.54]}